(1)
A cluster of 13 separate species, C32H49Cl24F9IO6PS in total, computed with ωB97M-V/def2-TZVPD.

Properties
* molecular weight: 1741.5 g/mol
* net charge: 0
* E_tot: -14680.7952 Ha
* energy above the lowest of the compared OMol25 structures with the same formula, charge and spin: 0.0 kJ/mol

The geometry in XYZ format:
```
123
Properties=species:S:1:pos:R:3:forces:R:3:mulliken_charge:R:1
O 3.4700 3.3914 0.5433 -1.0 -0.9 0.5 -0.466
C 2.4220 2.8157 0.5329 0.8 -1.1 -0.6 0.157
O 1.5027 2.7267 1.5730 0.0 1.9 0.4 -0.073
C 0.3148 3.1159 0.9377 -1.0 0.5 -0.1 0.132
O -0.5408 3.7753 1.4566 1.3 -1.3 -0.4 -0.504
C 0.4578 2.5398 -0.4657 -0.7 0.5 0.4 0.325
S -0.7079 2.4018 -1.8038 0.9 -1.2 -2.4 1.456
O -0.9544 1.0201 -2.1019 -0.5 0.0 1.1 -0.578
O -0.1589 3.1155 -2.9184 -0.1 0.9 0.6 -0.700
C -2.2917 3.2707 -1.3862 0.1 0.7 1.1 0.440
F -2.9129 3.6596 -2.4850 -0.1 -0.6 -0.5 -0.236
F -1.9243 4.3954 -0.7470 0.2 0.0 0.1 -0.251
C -3.2135 2.4825 -0.4113 0.1 0.2 -0.7 0.754
F -2.4153 1.9411 0.5263 0.2 -0.4 0.1 -0.348
F -3.9906 3.3810 0.1846 0.3 0.2 -0.6 -0.415
C -4.1146 1.3943 -1.0782 -0.3 -0.4 1.1 0.580
F -5.3735 1.8506 -1.0657 -0.3 0.2 -0.2 -0.255
F -3.7600 1.1259 -2.3293 0.2 0.1 -0.4 -0.262
C -4.1514 0.0334 -0.3066 -0.5 -0.2 -0.9 0.506
F -4.4844 0.1503 0.9673 0.3 0.3 0.2 -0.098
F -3.0141 -0.6187 -0.4644 0.3 0.0 0.4 -0.240
F -5.1180 -0.6856 -0.8972 0.0 0.1 0.0 -0.206
C 1.7181 2.1028 -0.6178 0.3 -0.4 0.7 0.086
P 2.5080 0.9594 -1.8617 0.1 0.7 -0.5 0.152
O 4.0146 0.7470 -1.2465 -1.3 -0.3 0.2 -0.153
I 1.4749 -1.2131 -1.4825 0.1 0.1 0.8 -0.110
H 4.4145 1.6056 -1.0618 0.3 0.1 0.0 0.314
Cl -10.1615 0.7898 -0.1590 0.0 -0.1 0.0 -0.203
C -8.7054 -0.2477 -0.1710 0.0 -0.1 -0.2 -0.342
C -8.8768 -1.4546 -1.0559 0.1 0.1 -0.1 0.314
Cl -10.0605 -2.6199 -0.3989 0.0 0.0 0.0 -0.234
H -8.4844 -0.5329 0.8496 -0.1 0.0 0.1 0.426
H -7.8849 0.3636 -0.5437 0.0 0.0 0.0 0.059
H -7.9290 -1.9815 -1.1378 0.0 0.0 0.1 -0.424
H -9.2033 -1.1758 -2.0550 -0.1 0.0 0.0 0.406
Cl 6.3178 0.5720 0.3138 0.3 -0.1 0.3 -0.055
C 7.9040 -0.1738 -0.0122 0.2 0.1 -0.2 -0.542
C 7.9643 -0.8115 -1.3766 0.0 0.1 -0.1 -0.483
Cl 6.9235 -2.2526 -1.4926 0.0 0.0 0.0 -0.198
H 8.1016 -0.8925 0.7730 -0.1 -0.1 0.0 0.303
H 8.6476 0.6192 0.0557 0.0 0.0 0.0 0.310
H 8.9834 -1.1372 -1.5807 0.0 0.0 0.1 0.354
H 7.6616 -0.1169 -2.1573 -0.1 0.0 0.0 0.309
Cl -8.3401 1.5985 2.4114 0.1 0.2 0.2 -0.184
C -7.0491 1.8394 3.6196 0.0 0.0 0.2 -0.022
C -6.4727 3.2299 3.5545 -0.1 0.1 0.2 -0.510
Cl -5.5410 3.4743 2.0595 -0.5 0.0 0.7 -0.010
H -6.2848 1.0837 3.4527 0.0 0.0 0.0 -0.190
H -7.4920 1.6645 4.5984 0.0 0.0 0.0 0.405
H -5.7810 3.3875 4.3787 0.0 -0.1 0.0 0.185
H -7.2514 3.9874 3.6115 0.0 0.0 -0.1 0.429
Cl 3.7304 2.9442 6.9875 0.0 0.0 0.0 -0.204
C 4.0111 3.4730 5.3074 0.0 0.1 0.0 -0.445
C 2.9712 2.9367 4.3581 0.0 0.1 0.0 -0.167
Cl 3.1057 1.1710 4.1458 0.0 0.0 0.0 -0.207
H 5.0110 3.1581 5.0196 0.0 -0.1 0.0 0.313
H 3.9784 4.5614 5.3083 -0.1 0.0 0.0 0.330
H 3.1048 3.3861 3.3777 0.1 0.0 0.0 0.044
H 1.9641 3.1580 4.7023 0.0 -0.1 0.0 0.315
Cl -4.7005 1.7947 6.2352 0.1 -0.1 0.1 -0.189
C -3.1480 1.1717 5.6094 0.2 0.0 -0.1 -0.522
C -3.2532 0.6788 4.1855 0.1 0.1 0.0 -0.149
Cl -4.2464 -0.7902 4.0416 -0.1 -0.1 0.1 -0.178
H -2.8125 0.3904 6.2862 -0.1 -0.1 0.0 0.382
H -2.4346 1.9930 5.6516 0.0 0.0 0.0 0.315
H -2.2596 0.4313 3.8147 0.0 0.0 0.0 0.384
H -3.6859 1.4347 3.5309 0.0 0.0 0.0 -0.054
Cl 3.6267 6.6757 -3.1466 0.0 0.0 0.0 -0.205
C 5.1089 5.7829 -2.7168 0.0 0.1 0.0 -0.189
C 5.1544 4.4218 -3.3649 0.2 0.2 0.1 -0.507
Cl 3.9171 3.3150 -2.6922 0.1 0.6 -0.6 0.010
H 5.1560 5.7109 -1.6324 -0.1 0.0 0.0 0.344
H 5.9499 6.3813 -3.0561 0.0 0.0 -0.1 0.078
H 6.1207 3.9574 -3.1880 0.0 0.0 0.1 0.130
H 4.9969 4.4844 -4.4387 -0.2 0.0 0.0 0.358
Cl 10.9293 -1.5446 1.6140 0.0 0.0 0.0 -0.173
C 10.9400 -0.7619 3.2173 0.1 0.0 0.1 -0.464
C 9.6696 -1.0215 3.9853 0.0 0.0 0.1 -0.466
Cl 8.2656 -0.2028 3.2550 0.0 0.0 0.2 -0.150
H 11.1042 0.3025 3.0693 -0.1 0.0 -0.1 0.302
H 11.7893 -1.1694 3.7631 0.0 -0.1 0.0 0.339
H 9.7692 -0.6386 4.9997 0.0 0.0 0.0 0.331
H 9.4459 -2.0840 4.0407 0.0 0.0 -0.1 0.309
Cl -5.7121 -3.2873 -1.6141 0.1 -0.2 0.0 -0.059
C -6.2255 -4.9795 -1.8509 0.0 -0.1 -0.1 -0.387
C -7.1710 -5.4391 -0.7715 -0.2 0.0 -0.1 -0.088
Cl -6.3604 -5.5838 0.8114 0.0 0.0 0.1 -0.218
H -5.3338 -5.5997 -1.8924 0.0 0.0 0.1 0.126
H -6.7216 -5.0292 -2.8186 -0.1 0.0 0.0 0.304
H -7.5595 -6.4250 -1.0212 0.1 0.0 0.0 0.240
H -8.0120 -4.7579 -0.6558 0.1 0.0 0.1 0.083
Cl 2.5458 -0.3505 -4.4622 0.2 -0.4 -1.0 -0.209
C 3.3632 0.1801 -5.9557 0.0 0.1 -0.1 -0.564
C 3.7874 -0.9821 -6.8164 0.0 0.0 -0.1 -0.432
Cl 5.1021 -1.9241 -6.0677 0.0 0.0 0.0 -0.183
H 4.2139 0.7956 -5.6715 0.0 -0.1 0.1 0.263
H 2.6545 0.8032 -6.4996 0.0 -0.1 0.0 0.334
H 4.1628 -0.6147 -7.7705 0.0 0.0 0.0 0.331
H 2.9576 -1.6573 -7.0094 0.0 0.0 0.1 0.312
Cl 8.0904 8.5998 -3.1768 0.0 0.0 0.0 -0.177
C 9.5777 7.7174 -2.7467 0.1 0.1 0.0 -0.421
C 9.6325 6.3587 -3.3947 0.2 0.0 -0.1 -0.548
Cl 8.4038 5.2538 -2.7225 0.2 -0.1 0.0 -0.128
H 9.6239 7.6440 -1.6631 -0.1 0.0 0.0 0.310
H 10.4176 8.3203 -3.0880 0.0 0.0 -0.1 0.317
H 10.6040 5.9011 -3.2159 0.0 0.0 0.1 0.357
H 9.4757 6.4207 -4.4684 -0.1 0.0 0.0 0.304
Cl -5.9372 -8.7081 6.3377 0.0 0.0 0.0 -0.191
C -5.7370 -8.1328 4.6619 0.0 0.1 0.0 -0.419
C -6.7936 -8.6837 3.7398 0.0 0.1 -0.1 -0.188
Cl -6.6122 -10.4385 3.4783 0.0 0.0 0.0 -0.196
H -4.7386 -8.4061 4.3303 0.0 -0.1 0.0 0.329
H -5.8064 -7.0466 4.6888 -0.1 0.0 0.0 0.273
H -6.7124 -8.2074 2.7636 0.1 0.0 0.0 0.063
H -7.7932 -8.5042 4.1271 0.0 -0.1 0.1 0.332
Cl -6.3588 -8.2404 -3.4698 -0.1 0.0 0.0 -0.164
C -4.9173 -8.6467 -4.4367 0.1 -0.1 -0.1 -0.488
C -3.7071 -8.8892 -3.5721 0.1 -0.1 0.0 -0.448
Cl -3.1366 -7.3959 -2.7836 0.0 0.0 0.0 -0.169
H -4.7473 -7.8374 -5.1422 0.0 0.1 0.1 0.312
H -5.1563 -9.5481 -4.9985 0.0 0.0 0.1 0.339
H -2.8867 -9.2579 -4.1856 0.0 0.0 0.0 0.307
H -3.9130 -9.6213 -2.7954 0.0 0.1 0.0 0.311
```
Forces are in eV/Å.

(2)
A cluster of 2 separate species, C9H12F3N2O3 in total, computed with ωB97M-V/def2-TZVPD.

Properties
* molecular weight: 253.2 g/mol
* net charge: +1
* E_tot: -984.6669 Ha

The geometry in XYZ format:
```
29
Properties=species:S:1:pos:R:3:forces:R:3:mulliken_charge:R:1
N 5.3564 -0.8586 0.4266 1.2 0.7 0.4 -0.460
O 4.3098 -1.2312 1.3447 -1.3 0.1 -0.7 -0.213
C 3.4619 -0.1707 1.4731 1.5 1.1 1.3 0.361
O 3.8031 0.8386 2.0423 -0.7 -1.0 -0.8 -0.454
C 2.0707 -0.2373 0.8569 0.8 -0.5 0.3 0.725
C 1.4290 0.9734 0.7402 0.6 0.2 0.5 -0.773
C 0.1862 1.0028 0.2120 -0.7 1.3 -0.2 -0.322
N -0.3975 -0.1042 -0.2171 -0.6 0.3 -0.2 0.172
C 0.1928 -1.2865 -0.1187 -0.9 -0.8 -0.5 -0.383
C 1.4273 -1.3926 0.4250 1.3 -0.5 0.1 -0.109
C 2.0431 -2.7903 0.5562 -1.0 0.4 1.0 0.974
F 1.1048 -3.6935 0.2504 0.1 -0.3 -0.5 -0.281
F 2.3375 -2.9867 1.8417 0.3 -0.1 0.1 -0.235
F 3.1027 -2.9774 -0.1909 0.2 -0.2 -0.5 -0.213
H 5.7066 -1.7086 0.0048 -0.5 -0.2 0.0 0.295
H 4.9982 -0.2185 -0.2736 -0.2 -0.3 -0.2 0.224
H 1.8988 1.8761 1.0982 0.1 0.0 0.0 0.552
H -0.3539 1.9344 0.1236 -0.3 -0.2 -0.1 0.409
H -1.3287 -0.0008 -0.6206 -0.1 0.0 0.0 0.147
H -0.3554 -2.1438 -0.4801 0.0 0.0 0.0 0.589
C -5.2980 1.8385 -1.5594 0.1 0.0 -0.1 -1.136
C -4.2949 1.2589 -0.5846 -0.2 0.3 0.0 -0.182
O -2.9629 1.7145 -0.8872 0.4 -0.4 0.2 -0.553
H -5.0447 1.5560 -2.5815 0.0 -0.1 0.0 0.302
H -6.3049 1.4863 -1.3370 0.0 0.0 0.0 0.346
H -5.2932 2.9297 -1.5152 -0.1 0.0 0.1 0.349
H -4.2871 0.1709 -0.6452 0.1 0.0 0.0 0.289
H -4.5421 1.5457 0.4406 0.0 -0.1 0.0 0.284
H -2.9656 2.6750 -0.8251 0.0 0.0 -0.1 0.296
```
Forces are in eV/Å.

(3)
A cluster of 2 separate species, C19H23N3O4 in total, computed with ωB97M-V/def2-TZVPD.

Properties
* molecular weight: 357.4 g/mol
* net charge: 0
* E_tot: -1203.0725 Ha
* structure (SMILES): CNC(=O)[C@@H]1CCCN1C(C)=O.O=C(O)c1ccccc1-n1cccc1
* energy above the lowest of the compared OMol25 structures with the same formula, charge and spin: 243.8 kJ/mol

The geometry in XYZ format:
```
49
Properties=species:S:1:pos:R:3:forces:R:3:mulliken_charge:R:1
C -1.4271 -5.7006 2.4412 0.0 0.4 -0.2 -0.814
N -0.8906 -4.3407 2.5074 -0.2 -1.4 0.6 -0.127
C -0.9377 -3.3969 1.5619 0.4 1.5 -0.4 0.153
O -0.4285 -2.3066 1.7879 -0.2 -0.1 -0.4 -0.673
C -1.6123 -3.7003 0.2071 -0.5 -0.1 0.5 -0.135
C -0.6513 -4.4141 -0.7519 0.2 0.2 -0.1 -0.781
C -0.0331 -3.2689 -1.5532 -0.3 0.1 0.3 -0.744
C -1.1894 -2.2795 -1.6810 0.2 0.4 -0.4 -0.737
N -2.0310 -2.4921 -0.5121 1.0 -1.1 0.3 0.208
C -3.0417 -1.6656 -0.1815 -1.1 1.0 0.0 0.778
C -3.8632 -1.9579 1.0635 0.4 -0.1 -0.2 -1.112
O -3.3554 -0.6983 -0.8671 0.6 -0.3 -0.1 -0.681
H -1.1750 -6.2381 3.3577 0.0 0.2 -0.2 0.329
H -2.5136 -5.6728 2.3402 0.0 -0.2 0.0 0.266
H -0.9980 -6.2389 1.5941 -0.1 -0.1 0.1 0.253
H -0.4232 -4.0566 3.3558 0.0 0.1 -0.2 0.291
H -2.4774 -4.3400 0.3771 -0.1 0.0 0.2 0.453
H 0.1116 -4.9917 -0.2280 -0.2 -0.1 0.0 0.388
H -1.2208 -5.0602 -1.4222 0.0 -0.1 0.1 0.382
H 0.7771 -2.8131 -0.9815 0.0 -0.1 -0.1 0.285
H 0.3222 -3.6019 -2.5291 0.1 0.1 0.1 0.382
H -0.8131 -1.2557 -1.7135 -0.3 0.0 -0.1 0.390
H -1.7652 -2.4942 -2.5824 -0.1 0.2 -0.1 0.360
H -4.6679 -1.2273 1.1298 0.2 -0.1 -0.1 0.322
H -3.2308 -1.8693 1.9443 0.0 -0.2 0.2 0.249
H -4.2896 -2.9552 0.9970 0.0 -0.2 0.2 0.315
O 3.6754 2.5913 1.8523 0.4 0.5 -1.0 -0.557
C 3.5039 3.3401 0.9039 0.5 -1.2 1.4 0.186
O 4.4102 3.4833 -0.0898 -0.8 0.1 0.4 -0.441
C 2.2838 4.1592 0.8722 -0.9 1.0 -1.0 0.659
C 1.9463 4.9059 2.0156 -0.3 0.0 -0.3 -0.656
C 0.8311 5.7476 2.0222 0.2 -0.3 -0.2 -0.543
C 0.0381 5.8596 0.8807 0.5 -0.3 -0.1 -0.609
C 0.3522 5.1127 -0.2562 0.1 0.0 0.4 -0.360
C 1.4574 4.2453 -0.2749 -0.4 0.8 0.9 0.393
N 1.6617 3.4618 -1.4203 0.3 -0.6 -0.7 0.280
C 1.5919 3.9140 -2.7372 0.1 -0.5 -0.3 -0.492
C 1.7850 2.8473 -3.5758 0.1 -0.6 0.6 -0.558
C 1.9671 1.6743 -2.7450 -0.1 0.8 -0.3 -0.560
C 1.8780 2.0833 -1.4403 0.2 0.0 -0.5 -0.490
H 5.1140 2.8542 0.1209 0.1 -0.1 0.0 0.338
H 2.5664 4.8337 2.9061 0.0 -0.1 -0.2 0.422
H 0.5817 6.3133 2.9152 0.1 -0.1 -0.1 0.381
H -0.8299 6.5131 0.8794 0.1 -0.1 0.0 0.380
H -0.2893 5.1817 -1.1292 0.1 -0.1 0.1 0.474
H 1.4262 4.9420 -3.0430 0.1 -0.2 0.6 0.401
H 1.7942 2.8737 -4.6616 0.0 0.1 0.3 0.415
H 2.1303 0.6578 -3.0908 -0.1 0.3 0.2 0.447
H 1.9496 1.4419 -0.5660 -0.1 0.6 0.1 0.489
```
Forces are in eV/Å.

(4)
A cluster of 2 separate species, C2H6O3 in total, computed with ωB97M-V/def2-TZVPD.

Properties
* molecular weight: 78.1 g/mol
* net charge: 0
* E_tot: -305.5162 Ha
* structure (SMILES): CC(=O)O.O
* energy above the lowest of the compared OMol25 structures with the same formula, charge and spin: 95.4 kJ/mol

The geometry in XYZ format:
```
11
Properties=species:S:1:pos:R:3:forces:R:3:mulliken_charge:R:1
C 1.5235 -0.8361 -0.8784 0.8 -0.5 -2.3 -0.792
C 1.3884 0.3369 0.0028 -2.3 -0.4 1.1 0.604
O 2.0904 1.2662 0.2023 0.3 0.4 0.0 -0.500
O 0.1658 0.0873 0.6840 -0.3 0.7 0.0 -0.488
H 2.5329 -1.2598 -0.8338 -0.4 -0.6 0.8 0.270
H 1.5728 -0.6312 -1.9610 -0.2 1.1 0.3 0.284
H 0.6340 -1.4636 -0.8761 0.6 -0.5 0.8 0.293
H -0.2764 0.7984 1.2101 1.4 -0.3 -0.6 0.320
O -3.5539 0.6839 0.6236 1.3 0.0 -0.1 -0.636
H -2.6209 0.6895 0.3128 -1.0 0.0 0.0 0.325
H -3.4566 0.3283 1.5138 -0.3 0.0 0.0 0.320
```
Forces are in eV/Å.

(5)
The molecule C17H17NO6S, computed with ωB97M-V/def2-TZVPD.

Properties
* molecular weight: 363.4 g/mol
* net charge: 0
* E_tot: -1562.3709 Ha
* structure (SMILES): COc1ccc(OC[C@@H](O)CN2C(=O)c3ccccc3S2(=O)=O)cc1
* energy above the lowest of the compared OMol25 structures with the same formula, charge and spin: 245.4 kJ/mol

The geometry in XYZ format:
```
42
Properties=species:S:1:pos:R:3:forces:R:3:mulliken_charge:R:1
C -5.7777 -0.0776 -0.7589 -0.1 0.1 -0.1 -0.853
O -4.7796 -0.8943 -0.1977 0.2 -0.2 0.1 -0.457
C -3.6173 -0.3055 0.2123 0.1 0.1 0.0 0.785
C -3.3380 1.0506 0.1378 -0.4 -0.2 -0.1 -0.765
C -2.1171 1.5461 0.5708 0.4 0.0 0.2 -0.569
C -1.1551 0.6924 1.0850 -0.3 0.0 0.1 0.396
O 0.0866 1.0595 1.5372 -0.2 -0.3 0.0 -0.495
C 0.5050 2.3983 1.4349 0.1 0.6 -0.1 -1.137
C 0.8813 2.8209 0.0025 -0.1 -0.6 0.0 0.697
O 1.0148 4.2230 0.0185 0.2 0.2 0.0 -0.591
C 2.1923 2.1454 -0.4504 -0.3 0.6 -0.1 -1.299
N 2.0728 0.7120 -0.4086 -0.4 -0.6 -0.6 -0.010
C 2.4700 -0.0367 0.6616 0.3 -0.3 0.3 0.531
O 3.1542 0.3617 1.5729 -0.1 0.1 0.0 -0.666
C 1.9448 -1.4187 0.5070 -0.1 -0.5 0.2 0.152
C 2.1295 -2.4466 1.4199 0.0 0.2 -0.2 -0.616
C 1.5271 -3.6711 1.1714 0.1 0.1 0.1 -0.553
C 0.7559 -3.8663 0.0345 0.0 0.2 -0.2 -0.518
C 0.5731 -2.8391 -0.8850 -0.1 -0.1 -0.2 -0.622
C 1.1735 -1.6296 -0.6244 0.4 0.7 0.2 0.597
S 1.1588 -0.1278 -1.5734 0.4 0.2 -0.1 1.079
O -0.1321 0.4703 -1.7125 -0.1 -0.2 0.2 -0.546
O 1.9479 -0.2389 -2.7610 0.1 -0.2 0.0 -0.687
C -1.4469 -0.6688 1.1849 0.0 0.2 0.0 -0.067
C -2.6555 -1.1608 0.7520 -0.1 0.1 -0.1 -0.766
H -6.1396 0.6668 -0.0418 0.0 0.0 0.0 0.335
H -5.4221 0.4298 -1.6614 0.0 0.0 0.0 0.339
H -6.5944 -0.7485 -1.0214 0.0 0.1 0.0 0.236
H -4.0577 1.7464 -0.2634 -0.1 0.0 0.0 0.391
H -1.9403 2.6067 0.4919 0.1 0.1 0.0 0.370
H -0.2559 3.0912 1.8123 0.0 -0.1 0.0 0.493
H 1.3876 2.4691 2.0761 -0.1 0.1 0.0 0.460
H 0.0817 2.5087 -0.6842 0.1 0.1 0.2 0.245
H 1.2347 4.5295 -0.8685 -0.1 0.0 0.1 0.377
H 3.0102 2.4398 0.2151 -0.1 -0.1 -0.2 0.414
H 2.4296 2.4314 -1.4804 0.1 0.1 0.1 0.448
H 2.7260 -2.2728 2.3019 0.1 0.0 0.1 0.530
H 1.6557 -4.4814 1.8732 0.0 -0.1 0.1 0.411
H 0.2900 -4.8241 -0.1393 0.0 -0.1 0.0 0.427
H -0.0254 -2.9745 -1.7712 -0.1 -0.1 -0.1 0.507
H -0.7063 -1.3256 1.6137 0.1 -0.1 0.1 0.573
H -2.8818 -2.2129 0.8215 0.0 -0.1 0.0 0.425
```
Forces are in eV/Å.